A structure of composition C69H49CaN4P. Source: OMol25; level of theory: ωB97M-V with the def2-TZVPD basis set.

strongest force on any atom = 0.51 eV/Å
total charge = -2
frontier orbital gap (spin up / spin down) = 4.24 / 4.71 eV
LUMO (spin up / spin down) = 4.015 / 4.016 eV
DFT total energy = -3896.66764 Eh
HOMO energy (spin up / spin down) = -0.23 / -0.69 eV

Each line ends with the Mulliken charge.
Element x y z (Å)
1 Ca -0.0953 0.3706 0.2785  2.149
2 C 5.2081 -6.9352 -1.0695  -0.407
3 C 4.0075 -7.4292 -0.5770  -0.700
4 C 2.8897 -6.6127 -0.5100  -0.678
5 C 2.9502 -5.2775 -0.9183  0.565
6 C 4.1614 -4.7938 -1.4188  -0.004
7 C 5.2755 -5.6136 -1.4921  -1.025
8 C 1.7785 -4.4047 -0.8123  1.358
9 C 0.8387 -4.5222 0.1449  -0.592
10 C 0.4666 -5.1241 1.4215  -1.476
11 C -0.4355 -4.1194 1.5779  -0.722
12 C 0.3436 -2.2217 0.0325  0.345
13 N -0.2425 -3.5452 0.2949  0.578
14 C 1.3179 -1.7301 1.0050  -1.477
15 C 0.6016 -1.5341 2.3186  0.478
16 C 0.4410 -2.2193 3.5474  -1.185
17 C -0.8156 -1.8450 4.0546  -0.515
18 C -1.3874 -0.9350 3.1198  -0.879
19 C -2.7520 -0.5372 2.8178  0.439
20 C -3.7392 -0.6111 3.8702  0.932
21 C -5.0846 -0.9747 3.6523  -0.614
22 C -5.9959 -1.0510 4.6908  -0.645
23 C -5.6187 -0.7757 6.0005  -0.370
24 C -4.2907 -0.4312 6.2446  -0.714
25 C -3.3768 -0.3528 5.2127  -0.438
26 C -3.1241 -0.2164 1.4397  -0.666
27 N -2.2327 -0.3245 0.4016  0.443
28 C -2.8240 0.0189 -0.7457  0.727
29 C -1.3539 -1.1916 -2.7353  3.540
30 C -1.3438 -0.7351 -4.2111  -0.886
31 C -0.6657 0.4377 -4.5490  -0.004
32 C -0.6540 0.9073 -5.8509  -0.715
33 C -1.3094 0.2078 -6.8569  -0.627
34 C -1.9722 -0.9646 -6.5363  -0.964
35 C -1.9902 -1.4300 -5.2258  0.260
36 C 0.1171 -1.6844 -2.5002  -0.816
37 C 0.8593 -2.1730 -3.5713  -0.940
38 C 1.7134 -3.2046 -3.1278  -1.433
39 C 1.5032 -3.3352 -1.7740  0.579
40 N 0.6379 -2.3412 -1.3770  1.244
41 C -4.1519 0.3910 -0.5001  -1.156
42 C -4.3429 0.2494 0.8854  -1.087
43 N -0.4511 -0.7060 2.1790  -0.095
44 C 2.7246 -1.4576 0.8595  0.392
45 C 3.5109 -1.2554 2.0210  -1.028
46 C 4.8733 -1.0513 1.9543  -0.673
47 C 5.5389 -1.0194 0.7302  -1.128
48 C 4.7815 -1.1618 -0.4265  -0.916
49 C 3.4122 -1.3528 -0.3762  0.396
50 H 6.0815 -7.5740 -1.1244  0.367
51 H 3.9383 -8.4608 -0.2521  0.370
52 H 1.9478 -7.0065 -0.1501  0.425
53 H 4.2217 -3.7565 -1.7222  0.332
54 H 6.2080 -5.2111 -1.8700  0.390
55 H 0.7448 -6.0091 1.9655  0.402
56 H -1.1336 -3.7711 2.3222  0.796
57 H 1.0850 -2.9881 3.9502  0.442
58 H -1.2889 -2.2597 4.9334  0.464
59 H -5.3969 -1.2418 2.6530  0.530
60 H -7.0174 -1.3454 4.4738  0.352
61 H -6.3366 -0.8346 6.8097  0.360
62 H -3.9656 -0.2112 7.2562  0.341
63 H -2.3530 -0.0678 5.4186  0.462
64 H -0.1283 0.9856 -3.7855  0.283
65 H -0.1309 1.8275 -6.0812  0.445
66 H -1.3004 0.5746 -7.8761  0.369
67 H -2.4820 -1.5300 -7.3075  0.402
68 H -2.5080 -2.3517 -4.9986  0.409
69 H 0.7127 -1.9041 -4.6036  0.618
70 H 2.3423 -3.8341 -3.7374  0.600
71 H -4.8872 0.7239 -1.2210  0.451
72 H -5.2498 0.4977 1.4143  0.693
73 H 3.0162 -1.2761 2.9840  0.307
74 H 5.4307 -0.9184 2.8754  0.378
75 H 6.6098 -0.8666 0.6813  0.376
76 H 5.2619 -1.1116 -1.3984  0.553
77 H 2.8704 -1.4134 -1.3097  0.477
78 C 5.4405 6.3049 0.5021  -0.416
79 C 5.4948 5.7874 -0.7830  -0.670
80 C 4.6752 4.7262 -1.1479  -0.071
81 C 3.7919 4.1577 -0.2331  -0.172
82 C 3.7538 4.6848 1.0599  -0.357
83 C 4.5609 5.7496 1.4238  -0.573
84 P 2.6371 2.7596 -0.5756  0.129
85 C 3.1730 2.2966 -2.2673  0.491
86 C 4.3556 1.5647 -2.3888  -0.541
87 C 4.7975 1.1277 -3.6261  -0.615
88 C 4.0513 1.3990 -4.7662  -0.710
89 C 2.8687 2.1133 -4.6550  -0.279
90 C 2.4321 2.5629 -3.4144  -0.187
91 C 1.0562 3.6228 -0.8470  -0.863
92 C 0.9677 4.9330 -1.3297  -0.197
93 C -0.2778 5.4978 -1.5385  -0.595
94 C -1.4182 4.7425 -1.2729  -0.886
95 C -1.3054 3.4400 -0.8053  -0.570
96 C -0.0612 2.8199 -0.5578  0.403
97 H 6.0791 7.1323 0.7868  0.350
98 H 6.1747 6.2134 -1.5118  0.382
99 H 4.7214 4.3402 -2.1587  0.307
100 H 3.0752 4.2506 1.7860  0.366
101 H 4.5093 6.1429 2.4318  0.369
102 H 4.9212 1.3203 -1.4970  0.613
103 H 5.7141 0.5546 -3.6988  0.413
104 H 4.3820 1.0398 -5.7329  0.360
105 H 2.2756 2.3134 -5.5380  0.280
106 H 1.5049 3.1192 -3.3325  0.224
107 H 1.8669 5.5069 -1.5348  0.371
108 H -0.3650 6.5150 -1.9051  0.353
109 H -2.3998 5.1793 -1.4326  0.389
110 H -2.2246 2.8865 -0.6186  0.368
111 C -1.9862 0.0842 -2.0022  -1.370
112 C -2.2925 -2.3963 -2.5878  0.267
113 C -3.6745 -2.2037 -2.6427  0.084
114 C -4.5543 -3.2716 -2.5863  -0.971
115 C -4.0727 -4.5685 -2.4747  -0.675
116 C -2.7047 -4.7756 -2.4334  -0.796
117 C -1.8244 -3.7023 -2.4940  0.008
118 H -2.6066 0.5801 -2.7527  0.692
119 H -1.1606 0.8050 -1.8953  -0.758
120 H -4.0755 -1.2065 -2.7321  0.367
121 H -5.6209 -3.0848 -2.6157  0.429
122 H -4.7580 -5.4057 -2.4163  0.372
123 H -2.3068 -5.7785 -2.3379  0.458
124 H -0.7649 -3.9040 -2.4620  0.176

Cartesian forces (eV/Å) of the 3 atoms listed first:
0.3366 0.3056 -0.2365
0.0106 0.0100 -0.0065
0.0010 -0.0063 -0.0018